Entry 1:
{"formula": "C19H84N18O28", "method": "wB97M-V/def2-TZVPD", "symbols": ["C", "C", "O", "O", "H", "H", "H", "H", "H", "H", "C", "C", "O", "O", "H", "H", "H", "H", "H", "H", "C", "C", "O", "O", "H", "H", "H", "H", "H", "H", "C", "C", "O", "O", "H", "H", "H", "H", "H", "H", "C", "C", "O", "O", "H", "H", "H", "H", "H", "H", "C", "O", "N", "N", "H", "H", "H", "H", "C", "O", "N", "N", "H", "H", "H", "H", "C", "O", "N", "N", "H", "H", "H", "H", "C", "O", "N", "N", "H", "H", "H", "H", "C", "O", "N", "N", "H", "H", "H", "H", "C", "O", "N", "N", "H", "H", "H", "H", "C", "O", "N", "N", "H", "H", "H", "H", "C", "O", "N", "N", "H", "H", "H", "H", "C", "O", "N", "N", "H", "H", "H", "H", "O", "H", "H", "O", "H", "H", "O", "H", "H", "O", "H", "H", "O", "H", "H", "O", "H", "H", "O", "H", "H", "O", "H", "H", "O", "H", "H"], "xyz": [[2.90, -17.85, -15.28], [3.40, -16.50, -16.04], [4.38, -15.82, -15.36], [2.11, -18.66, -16.17], [2.32, -17.80, -14.36], [3.78, -18.43, -15.00], [2.51, -15.89, -16.17], [3.81, -16.69, -17.04], [4.48, -14.99, -15.83], [1.23, -18.87, -15.84], [-0.73, -13.66, -21.76], [-1.28, -12.31, -22.11], [-0.40, -11.33, -21.61], [-1.14, -14.04, -20.50], [0.36, -13.70, -21.81], [-1.05, -14.38, -22.51], [-2.31, -12.11, -21.83], [-1.26, -12.11, -23.19], [-0.38, -10.70, -22.33], [-2.10, -14.13, -20.51], [5.43, -19.49, -20.36], [5.92, -18.95, -19.03], [7.15, -19.61, -18.67], [4.00, -19.00, -20.67], [5.46, -20.57, -20.40], [6.14, -18.97, -21.00], [5.19, -19.12, -18.23], [5.98, -17.87, -18.92], [7.75, -19.20, -19.29], [3.47, -19.22, -19.90], [2.61, -13.92, -25.95], [3.21, -13.60, -27.25], [2.21, -12.72, -27.86], [1.91, -15.19, -25.97], [1.77, -13.30, -25.63], [3.41, -14.00, -25.22], [3.48, -14.47, -27.85], [4.06, -12.95, -27.06], [1.35, -13.12, -27.71], [2.45, -15.78, -25.44], [6.63, -14.14, -17.81], [5.21, -14.48, -18.20], [4.23, -13.80, -17.33], [7.03, -14.74, -16.58], [6.85, -13.08, -17.77], [7.21, -14.53, -18.65], [5.10, -15.55, -18.03], [5.11, -14.29, -19.27], [4.27, -12.86, -17.54], [7.10, -15.69, -16.72], [3.13, -15.92, -21.77], [3.04, -14.77, -22.19], [2.19, -16.76, -21.38], [4.26, -16.57, -21.72], [2.34, -17.74, -21.19], [1.28, -16.35, -21.24], [4.24, -17.53, -21.39], [5.13, -16.09, -21.89], [-0.79, -21.89, -20.57], [0.11, -21.25, -21.08], [-1.33, -22.89, -21.14], [-1.04, -21.68, -19.25], [-1.23, -23.01, -22.14], [-2.10, -23.31, -20.63], [-1.90, -22.08, -18.91], [-0.50, -20.95, -18.80], [-0.44, -17.70, -19.29], [-0.02, -18.87, -19.28], [-0.54, -17.11, -18.12], [-0.77, -16.91, -20.28], [-0.08, -17.57, -17.36], [-0.93, -16.17, -18.11], [-0.73, -17.37, -21.18], [-0.88, -15.92, -20.15], [10.41, -15.10, -19.92], [10.40, -14.66, -21.07], [9.41, -15.77, -19.43], [11.32, -14.80, -19.08], [9.70, -16.58, -18.91], [8.69, -15.86, -20.13], [11.86, -14.01, -19.43], [11.06, -14.90, -18.11], [7.59, -22.29, -23.67], [7.11, -23.36, -24.10], [8.85, -21.93, -23.61], [6.84, -21.24, -23.37], [8.99, -21.01, -23.23], [9.62, -22.53, -23.87], [5.85, -21.24, -23.19], [7.40, -20.44, -23.11], [7.02, -14.38, -21.46], [7.02, -15.55, -21.04], [8.06, -13.59, -21.75], [5.97, -13.76, -21.96], [9.01, -13.82, -21.50], [7.81, -12.63, -21.93], [5.06, -14.18, -22.01], [5.89, -12.75, -21.95], [2.76, -11.26, -23.55], [1.60, -11.08, -23.76], [3.30, -12.05, -22.73], [3.70, -10.53, -24.08], [2.78, -12.88, -22.51], [4.22, -12.37, -22.97], [3.39, -9.84, -24.75], [4.69, -10.70, -23.99], [-3.91, -20.06, -21.85], [-4.54, -20.97, -21.46], [-3.44, -19.87, -23.06], [-3.20, -19.16, -21.18], [-3.47, -20.68, -23.67], [-3.02, -18.97, -23.23], [-2.52, -18.57, -21.63], [-3.31, -19.14, -20.18], [-0.30, -18.52, -23.60], [-1.11, -17.99, -22.81], [0.11, -19.69, -23.43], [0.27, -18.17, -24.73], [0.78, -19.97, -24.13], [0.09, -20.06, -22.49], [0.94, -18.79, -25.17], [-0.24, -17.54, -25.33], [8.56, -18.72, -23.26], [8.01, -18.33, -23.95], [9.43, -18.75, -23.65], [6.57, -18.39, -25.09], [6.47, -18.30, -26.04], [5.83, -17.91, -24.72], [4.16, -21.48, -22.59], [3.63, -22.14, -23.04], [3.82, -21.49, -21.69], [2.32, -10.66, -19.26], [3.08, -10.76, -19.84], [1.60, -11.09, -19.73], [8.79, -15.44, -25.04], [8.10, -15.95, -24.61], [8.78, -14.59, -24.60], [3.56, -16.91, -24.68], [3.59, -16.93, -23.72], [2.82, -17.47, -24.91], [9.11, -18.71, -20.66], [10.00, -19.06, -20.68], [8.71, -19.02, -21.47], [3.49, -22.18, -20.13], [3.07, -21.39, -19.78], [3.42, -22.82, -19.43], [2.62, -19.93, -18.87], [1.69, -20.00, -19.09], [2.64, -19.76, -17.93]], "e_tot_ha": -3866.76147, "orbital_gap_ha": 0.31656, "lumo_ev": -0.19}

---

Entry 2:
{"formula": "C19H9Br2Cl3N3O6Ti", "method": "wB97M-V/def2-TZVPD", "symbols": ["Ti", "O", "C", "O", "C", "C", "C", "C", "C", "N", "C", "O", "O", "H", "H", "H", "Br", "C", "C", "C", "N", "C", "C", "C", "C", "C", "Br", "C", "C", "N", "H", "H", "H", "H", "H", "H", "Cl", "C", "Cl", "Cl", "C", "O", "O"], "xyz": [[-0.03, -0.57, 0.66], [-0.07, 3.36, -0.35], [0.24, 2.28, 0.12], [-0.53, 1.41, 0.68], [1.69, 1.84, 0.14], [2.82, 2.62, -0.02], [4.06, 2.04, 0.19], [4.15, 0.72, 0.61], [2.97, 0.01, 0.77], [1.80, 0.57, 0.50], [2.79, -1.41, 1.31], [3.75, -2.13, 1.50], [1.55, -1.65, 1.53], [2.70, 3.66, -0.30], [4.96, 2.63, 0.07], [5.09, 0.23, 0.82], [0.02, 0.87, -5.99], [0.03, 0.35, -4.17], [1.21, -0.13, -3.61], [1.15, -0.50, -2.29], [0.04, -0.41, -1.55], [-1.11, 0.03, -2.10], [-1.13, 0.43, -3.45], [-2.28, -0.03, -1.23], [-3.37, 0.77, -1.63], [-4.67, 0.92, -1.20], [-5.69, 2.19, -2.23], [-5.42, 0.35, -0.12], [-4.98, -0.49, 0.83], [-2.05, -0.88, -0.20], [2.12, -0.22, -4.18], [2.03, -0.89, -1.79], [-2.04, 0.75, -3.93], [-3.13, 1.43, -2.46], [-6.46, 0.64, -0.04], [-0.91, -1.53, 1.79], [-5.53, -3.92, 1.61], [-4.66, -3.90, 0.12], [-3.12, -4.64, 0.36], [-3.37, -1.02, 0.95], [0.12, -3.67, 0.58], [0.14, -4.44, 1.44], [0.12, -2.96, -0.34]], "e_tot_ha": -8723.17968, "total_charge": -1, "spin_multiplicity": 3, "orbital_gap_ha": [0.18758, 0.24675], "lumo_ev": [1.32, 1.30]}

---

Entry 3:
{"formula": "C2", "method": "wB97M-V/def2-TZVPD", "symbols": ["C", "C"], "xyz": [[0.00, 0.00, 0.68], [0.00, 0.00, -0.68]], "e_tot_ha": -76.02179, "total_charge": -1, "spin_multiplicity": 2, "orbital_gap_ha": [0.35110, 0.24109], "lumo_ev": [6.46, 3.87]}

---

Entry 4:
{"formula": "C2", "method": "wB97M-V/def2-TZVPD", "symbols": ["C", "C"], "xyz": [[0.65, 0.77, 1.08], [-0.65, -0.77, -1.08]], "e_tot_ha": -75.56483, "orbital_gap_ha": 0.18548, "lumo_ev": -2.78}

---

Entry 5:
{"formula": "C20H10AuCl4N2O5", "method": "wB97M-V/def2-TZVPD", "symbols": ["Au", "O", "C", "C", "C", "C", "C", "C", "C", "O", "N", "N", "C", "C", "C", "C", "C", "C", "C", "O", "H", "H", "H", "H", "H", "H", "H", "H", "H", "H", "Cl", "C", "C", "Cl", "C", "Cl", "C", "O", "C", "O", "C", "Cl"], "xyz": [[-0.26, -0.59, -0.61], [3.85, -0.57, 3.05], [4.16, 0.53, 2.31], [5.34, 1.22, 2.56], [5.71, 2.32, 1.80], [4.89, 2.72, 0.75], [3.73, 2.02, 0.49], [3.33, 0.93, 1.26], [2.03, 0.28, 0.89], [1.71, 0.36, -0.35], [1.34, -0.27, 1.86], [0.16, -0.80, 1.40], [-0.62, -1.36, 2.25], [-1.90, -1.98, 1.99], [-2.54, -2.49, 3.14], [-3.77, -3.11, 3.09], [-4.41, -3.22, 1.85], [-3.82, -2.73, 0.71], [-2.54, -2.10, 0.72], [-2.08, -1.70, -0.42], [4.56, -0.72, 3.68], [5.98, 0.89, 3.37], [6.63, 2.84, 2.02], [5.16, 3.57, 0.14], [3.08, 2.31, -0.33], [-0.27, -1.36, 3.28], [-2.03, -2.39, 4.09], [-4.23, -3.49, 3.99], [-5.38, -3.69, 1.78], [-4.30, -2.82, -0.25], [-3.63, 3.31, -5.81], [-2.70, 2.19, -4.88], [-2.06, 1.10, -5.53], [-2.24, 0.92, -7.24], [-1.32, 0.19, -4.82], [-0.55, -1.14, -5.59], [-1.16, 0.30, -3.41], [-0.48, -0.54, -2.77], [-1.80, 1.44, -2.71], [-1.67, 1.59, -1.49], [-2.57, 2.36, -3.53], [-3.33, 3.66, -2.70]], "e_tot_ha": -3230.35323, "total_charge": -1, "spin_multiplicity": 3, "orbital_gap_ha": [0.26603, 0.22300], "lumo_ev": [2.54, 1.21]}